Arrangement w

The following is a DFT calculation (wB97M-V/def2-TZVPD) of a 2-piece molecular cluster, C3H6N2O overall.

Element x y z (Å)
1 H 3.643 0.123 -2.076
2 O 2.833 0.412 -1.598
3 N -2.008 0.054 0.581
4 C 0.158 -0.354 0.169
5 H 1.153 -0.715 -0.088
6 H -3.021 -0.068 0.650
7 N 0.107 0.703 1.128
8 C -1.154 -0.719 -0.148
9 H -1.481 -1.542 -0.783
10 H 2.518 -0.395 -1.131
11 H -1.556 1.604 2.020
12 C -1.191 0.895 1.277

As for the HOMO energy: -8.9 eV. As for the total charge: 0. The SMILES is c1c[nH]cn1.O. The value obtained for the HOMO-LUMO gap is 0.35589 Ha.

---

Arrangement x

The following is a DFT calculation (wB97M-V/def2-TZVPD) of C3H6N2O as an isolated structure.

Element x y z (Å)
1 O 2.656 0.000 -0.753
2 N 0.980 -1.355 -0.409
3 H -1.308 1.415 0.462
4 H -1.056 0.675 -1.136
5 C 1.491 -0.105 -0.376
6 H 1.037 1.846 -0.249
7 H -1.869 -1.184 0.207
8 H -0.141 -1.505 0.171
9 C -0.723 0.671 -0.088
10 N 0.688 0.945 0.047
11 H -0.809 -0.713 1.604
12 C -0.946 -0.691 0.521

As for the HOMO energy: -9.7 eV. As for the total charge: 0. The value obtained for the HOMO-LUMO gap is 0.31404 Ha.

---

Arrangement y

The following is a DFT calculation (wB97M-V/def2-TZVPD) of the molecule C3H6N2O.

Element x y z (Å)
1 H -1.501 1.151 -0.751
2 H -0.596 1.384 0.882
3 H -1.675 -1.199 -0.266
4 H 0.839 -1.957 0.450
5 C -0.868 -0.706 0.285
6 C 1.297 -0.135 -0.289
7 O 2.474 -0.033 -0.034
8 N 0.532 0.913 -0.698
9 H 0.970 1.814 -0.782
10 N 0.442 -1.220 -0.109
11 H -1.064 -0.836 1.358
12 C -0.742 0.791 -0.056

As for the HOMO energy: -9.2 eV. As for the total charge: 0. The SMILES is O=C1NCCN1. The value obtained for the HOMO-LUMO gap is 0.37152 Ha.

---

Arrangement z

The following is a DFT calculation (wB97M-V/def2-TZVPD) of the molecule C3H6N2O.

Element x y z (Å)
1 H 1.412 -0.342 -1.261
2 H -2.208 -0.148 -0.894
3 H -0.639 -0.872 -1.478
4 N 1.758 0.233 -0.513
5 H -1.091 1.150 0.893
6 C -1.184 -0.425 -0.649
7 O 1.423 1.222 1.489
8 C 0.970 0.639 0.520
9 N -0.917 -1.028 0.648
10 C -0.513 0.360 0.416
11 H -1.766 -1.077 1.204
12 H 2.755 0.287 -0.374

As for the HOMO energy: -9.6 eV. As for the total charge: 0. The SMILES is NC(=O)[C@H]1CN1. The value obtained for the HOMO-LUMO gap is 0.38769 Ha.

---

Energetically preferred structure: arrangement y | next structure: +20.1 kcal/mol

---

Arrangement w

The following is a DFT calculation (wB97M-V/def2-TZVPD) of a 2-piece molecular cluster, C3H6N2O overall.

Element x y z (Å)
1 H -2.325 0.135 -1.713
2 C -1.631 -0.358 -1.015
3 N -0.267 -0.591 -1.165
4 N -0.894 -2.156 0.268
5 O 2.862 2.726 1.627
6 H -3.098 -1.818 -0.208
7 H 2.604 3.611 1.456
8 C 0.113 -1.407 -0.199
9 H 3.163 2.572 2.531
10 C -2.038 -1.494 -0.194
11 H 0.310 0.135 -1.616
12 H 1.201 -1.353 0.227

As for the HOMO energy: -8.4 eV. As for the total charge: 0. The SMILES is c1c[nH]cn1.O. The value obtained for the HOMO-LUMO gap is 0.33800 Ha.

---

Arrangement x

The following is a DFT calculation (wB97M-V/def2-TZVPD) of the molecule C3H6N2O.

Element x y z (Å)
1 H -2.652 -0.750 0.973
2 N 1.812 -1.201 -0.145
3 O -0.833 -2.287 -0.126
4 N 0.344 -0.405 -0.018
5 H 0.561 0.590 0.053
6 C -2.082 -0.228 0.145
7 H -1.875 0.836 0.274
8 H 3.652 -0.895 0.100
9 C 2.744 -0.472 0.248
10 H -2.603 -0.407 -0.837
11 C -0.759 -1.069 0.005
12 H 2.445 0.516 0.638

As for the HOMO energy: -9.3 eV. As for the total charge: 0. The SMILES is C=NNC(C)=O. The value obtained for the HOMO-LUMO gap is 0.36954 Ha.

---

Arrangement y

The following is a DFT calculation (wB97M-V/def2-TZVPD) of the molecule C3H6N2O.

Element x y z (Å)
1 H -1.013 -1.070 0.735
2 H -0.929 0.405 1.714
3 O 1.685 -1.275 -1.817
4 H 1.410 0.583 1.028
5 H 1.276 -1.052 1.307
6 N 0.904 -0.263 0.800
7 N -0.255 0.094 -1.599
8 C 0.760 -0.590 -1.577
9 C -0.534 -0.087 0.812
10 H -1.948 0.793 -0.613
11 H -0.489 1.745 -0.340
12 C -0.868 0.718 -0.449

As for the HOMO energy: -9.6 eV. As for the total charge: 0. The SMILES is NCCN=C=O. The value obtained for the HOMO-LUMO gap is 0.38460 Ha.

---

Arrangement z

The following is a DFT calculation (wB97M-V/def2-TZVPD) of the molecule C3H6N2O.

Element x y z (Å)
1 C 1.004 -0.073 0.175
2 H 1.360 1.598 0.130
3 H -2.266 -1.195 -0.076
4 N 2.003 -0.237 -0.669
5 H 1.961 -1.198 -1.144
6 H -0.232 -1.261 1.687
7 N 0.632 1.182 0.649
8 C -0.151 -1.064 0.517
9 H -0.233 -1.947 -0.264
10 C -1.568 -0.424 0.072
11 O -1.814 0.642 -0.609
12 H -0.226 1.621 0.095

As for the HOMO energy: -9.6 eV. As for the total charge: 0. The SMILES is [H]/N=C(/N)CC=O. The value obtained for the HOMO-LUMO gap is 0.35419 Ha.

---

Energetically preferred structure: arrangement y | next structure: +28.3 kcal/mol

---

Arrangement w

The following is a DFT calculation (wB97M-V/def2-TZVPD) of the molecule C3H6N2O.

Element x y z (Å)
1 N 0.101 0.262 0.053
2 C 1.094 -0.453 0.841
3 N -1.328 -1.428 -0.713
4 H -2.013 0.322 0.172
5 H 0.729 -0.596 1.864
6 H -0.385 1.777 -1.257
7 H 1.320 -1.424 0.396
8 C 0.451 1.388 -0.644
9 H -2.327 -1.628 -0.776
10 C -1.180 -0.296 -0.175
11 O 1.546 1.908 -0.624
12 H 1.992 0.167 0.862

As for the HOMO energy: -9.8 eV. As for the total charge: 0. The SMILES is [H]/N=C/N(C)C=O. The value obtained for the HOMO-LUMO gap is 0.38940 Ha.

---

Arrangement x

The following is a DFT calculation (wB97M-V/def2-TZVPD) of the molecule C3H6N2O.

Element x y z (Å)
1 N -0.225 1.022 -0.578
2 C -0.222 -1.480 1.868
3 C -0.389 -0.154 -0.156
4 N -0.737 -0.412 1.173
5 H 1.227 1.404 -2.024
6 H -0.288 -1.059 -0.772
7 O -0.312 -1.627 3.064
8 H -1.071 0.368 1.725
9 C 0.154 1.184 -1.967
10 H -0.047 0.298 -2.587
11 H -0.374 2.041 -2.393
12 H 0.298 -2.195 1.204

As for the HOMO energy: -9.9 eV. As for the total charge: 0. The SMILES is C/N=C/NC=O. The value obtained for the HOMO-LUMO gap is 0.39855 Ha.

---

Energetically preferred structure: arrangement x | next structure: +5.6 kcal/mol

---

Arrangement w

The following is a DFT calculation (wB97M-V/def2-TZVPD) of a 3-piece molecular cluster, C3H6N2O overall.

Element x y z (Å)
1 H 1.349 -0.503 1.111
2 H 0.189 -1.626 -2.149
3 C 0.202 2.016 -0.635
4 O 0.852 1.175 -1.204
5 H 0.676 2.815 -0.034
6 N 0.186 -2.129 0.657
7 C 0.353 -0.946 1.080
8 N -1.649 0.549 1.855
9 H -0.902 2.020 -0.660
10 C -0.743 -0.091 1.522
11 H 0.290 -0.892 -2.206
12 H -0.804 -2.388 0.664

As for the HOMO energy: -10.6 eV. As for the total charge: 0. The SMILES is [H]/N=C\C#N.[H][H].C=O. The value obtained for the HOMO-LUMO gap is 0.38245 Ha.

---

Arrangement x

The following is a DFT calculation (wB97M-V/def2-TZVPD) of the molecule C3H6N2O.

Element x y z (Å)
1 C 0.082 1.210 -1.841
2 N 0.670 0.457 1.528
3 N 0.055 0.363 -0.641
4 H 1.148 1.167 -2.329
5 H -0.651 -1.661 -0.023
6 H -0.020 2.293 -1.527
7 H 0.172 -0.796 2.915
8 C -0.495 -1.680 0.980
9 C 0.095 -0.772 1.781
10 O 0.686 0.911 0.332
11 H -1.000 -2.543 1.425
12 H -0.742 1.052 -2.599

As for the HOMO energy (spin up / spin down): -8.9 / -8.7 eV. As for the total charge: 0. The value obtained for the HOMO-LUMO gap (spin up / spin down) is 0.30766 / 0.31567 Ha.

---

Energetically preferred structure: arrangement w | next structure: +77.1 kcal/mol

---

Arrangement w

The following is a DFT calculation (wB97M-V/def2-TZVPD) of the molecule C3H6N2O.

Element x y z (Å)
1 N 0.671 1.031 0.053
2 H -1.090 0.734 -1.109
3 C 1.432 -0.110 -0.277
4 C -0.748 0.776 -0.063
5 O 2.585 -0.057 -0.631
6 H 1.022 1.883 -0.359
7 C -0.822 -0.610 0.466
8 H -0.631 -0.721 1.543
9 H -1.801 -1.109 0.246
10 H -1.364 1.472 0.499
11 N 0.512 -1.172 -0.244
12 H 0.005 -2.003 0.039

As for the HOMO energy: -9.8 eV. As for the total charge: 0. The SMILES is O=C1NCCN1. The value obtained for the HOMO-LUMO gap is 0.39006 Ha.

---

Arrangement x

The following is a DFT calculation (wB97M-V/def2-TZVPD) of the molecule C3H6N2O.

Element x y z (Å)
1 H -0.568 -0.772 -1.465
2 C 0.460 0.510 0.052
3 H -2.116 0.028 0.865
4 O 0.824 -0.247 1.262
5 C 1.683 0.528 -0.736
6 C -0.810 -0.059 -0.663
7 H -0.765 -0.849 1.115
8 H 1.333 -1.063 1.094
9 N 2.711 0.377 -1.240
10 H 0.186 1.499 0.441
11 H -1.412 0.724 -1.163
12 N -1.526 -0.677 0.437

As for the HOMO energy: -9.8 eV. As for the total charge: 0. The SMILES is N#C[C@H](O)CN. The value obtained for the HOMO-LUMO gap is 0.38278 Ha.

---

Energetically preferred structure: arrangement x | next structure: +3.6 kcal/mol

---

Arrangement w

The following is a DFT calculation (wB97M-V/def2-TZVPD) of the molecule C3H6N2O.

Element x y z (Å)
1 H -0.233 -1.534 -0.479
2 O 0.709 -0.389 -1.944
3 H 1.426 -1.006 -1.775
4 C -0.136 0.520 0.181
5 N -2.247 0.077 1.705
6 H -1.239 -0.410 -1.404
7 H -0.197 1.508 -0.288
8 C -1.333 0.330 1.042
9 H 1.289 1.308 1.416
10 N 1.120 0.442 0.912
11 H 1.088 -0.299 1.608
12 C -0.255 -0.536 -0.939

As for the HOMO energy: -10.4 eV. As for the total charge: 0. The SMILES is N#C[C@@H](N)CO. The value obtained for the HOMO-LUMO gap is 0.40976 Ha.

---

Arrangement x

The following is a DFT calculation (wB97M-V/def2-TZVPD) of a 2-piece molecular cluster, C3H6N2O overall.

Element x y z (Å)
1 N 1.358 1.416 0.373
2 C 1.896 0.434 -0.153
3 N -0.045 -0.704 -0.280
4 H -0.020 -1.523 -0.878
5 H -1.731 -1.626 0.745
6 C -1.106 -0.740 0.713
7 C -1.207 0.150 -0.465
8 H 2.011 2.177 0.510
9 O 2.579 -0.384 -0.647
10 H -0.833 -0.313 1.675
11 H -1.898 -0.099 -1.266
12 H -1.004 1.211 -0.327

As for the HOMO energy: -9.8 eV. As for the total charge: 0. The SMILES is C1CN1.N=C=O. The value obtained for the HOMO-LUMO gap is 0.39816 Ha.

---

Energetically preferred structure: arrangement w | next structure: +17.8 kcal/mol